Density functional theory data (ωB97M-V/def2-TZVPD) for C16H14ClF3N2O in the gas phase.

Geometry as XYZ:
```
37
Properties=species:S:1:pos:R:3:lowdin_charge:R:1
C 1.70 -0.09 -1.38 -0.029
C 1.65 -0.50 -2.81 -0.196
C 2.82 -0.58 -3.56 -0.039
C 2.81 -0.90 -4.91 -0.085
C 1.60 -1.15 -5.54 -0.090
C 0.43 -1.10 -4.82 -0.027
C 0.45 -0.80 -3.46 -0.192
N -0.79 -0.76 -2.77 0.129
C -1.08 -1.49 -1.66 -0.473
O -0.32 -2.22 -1.08 0.089
C -2.53 -1.29 -1.16 -0.109
N -2.65 -1.65 0.23 0.020
C -1.86 -1.04 1.18 -0.255
C -1.68 -1.66 2.42 -0.005
C -0.95 -1.05 3.42 -0.088
C -0.36 0.19 3.20 -0.601
Cl 0.57 0.93 4.46 0.736
C -0.53 0.81 1.97 -0.131
C 0.11 2.15 1.70 -0.610
F 1.45 2.12 1.80 0.126
F -0.32 3.11 2.53 0.128
F -0.15 2.60 0.46 0.124
C -1.28 0.21 0.97 0.044
H 2.68 0.29 -1.12 0.083
H 0.96 0.68 -1.18 0.075
H 1.47 -0.94 -0.73 0.079
H 3.76 -0.36 -3.08 0.111
H 3.73 -0.94 -5.46 0.102
H 1.57 -1.39 -6.59 0.101
H -0.52 -1.30 -5.30 0.110
H -1.56 -0.34 -3.27 0.150
H -3.20 -1.93 -1.74 0.133
H -2.85 -0.25 -1.30 0.120
H -2.76 -2.64 0.38 0.135
H -2.13 -2.62 2.60 0.116
H -0.82 -1.53 4.37 0.107
H -1.39 0.72 0.03 0.114
```

Summary:
electronic energy	-1562.7036	a.u.
Kohn-Sham gap	8.7	eV
HOMO energy	-0.30268	Eh
energy above the lowest of the compared OMol25 structures with the same formula, charge and spin	0.00	kJ/mol
LUMO energy	0.0176	hartree
SMILES	Cc1ccccc1NC(=O)CNc1ccc(Cl)c(C(F)(F)F)c1

Density functional theory data (ωB97M-V/def2-TZVPD) for a molecular structure, C5H8AgFO4.

Geometry as XYZ:
```
19
Properties=species:S:1:pos:R:3:lowdin_charge:R:1
C 0.04 0.26 -1.68 -0.255
O -0.94 0.50 -0.68 -0.071
C -0.25 1.16 -2.86 -0.071
H 1.05 0.46 -1.28 0.121
H 0.02 -0.80 -1.99 0.131
H 0.51 1.00 -3.64 0.081
H -1.23 0.94 -3.28 0.083
H -0.21 2.22 -2.56 0.082
C 1.10 -0.16 1.50 -0.584
O 0.41 -0.85 0.62 0.101
C -0.93 -0.26 0.49 -0.229
C -1.01 0.53 1.80 -0.012
O 0.36 0.67 2.20 0.107
O 2.25 -0.45 1.81 0.039
F -0.56 -3.40 3.11 -0.878
H -1.68 -1.07 0.38 0.186
H -1.44 1.53 1.68 0.143
H -1.55 -0.02 2.58 0.151
Ag 4.05 -2.27 1.79 0.877
```

Summary:
electronic energy	-742.9507	a.u.
Kohn-Sham gap (spin up / spin down)	3.2 / 3.1	eV
HOMO energy (spin up / spin down)	-0.24007 / -0.23694	Eh
energy above the lowest of the compared OMol25 structures with the same formula, charge and spin	345.02	kJ/mol
LUMO energy (spin up / spin down)	-0.1213 / -0.1215	hartree

Density functional theory data (ωB97M-V/def2-TZVPD) for C4H6N2O in the gas phase.

Geometry as XYZ:
```
13
Properties=species:S:1:pos:R:3:lowdin_charge:R:1
C 0.08 1.93 1.37 -0.059
C 0.00 0.80 0.38 -0.375
N -0.98 0.81 -0.52 0.119
O -0.93 -0.25 -1.28 -0.056
C 0.32 -1.02 -0.87 -0.430
N 0.10 -2.41 -0.85 0.087
C 0.86 -0.33 0.31 0.134
H -0.89 2.42 1.48 0.075
H 0.40 1.54 2.34 0.076
H 0.81 2.67 1.06 0.079
H -0.34 -2.74 -1.70 0.089
H -0.44 -2.70 -0.05 0.092
H 1.02 -0.72 -1.67 0.168
```

Summary:
electronic energy	-340.6053	a.u.
Kohn-Sham gap (spin up / spin down)	8.1 / 8.1	eV
HOMO energy (spin up / spin down)	-0.33624 / -0.33625	Eh
energy above the lowest of the compared OMol25 structures with the same formula, charge and spin	497.75	kJ/mol
LUMO energy (spin up / spin down)	-0.0402 / -0.0402	hartree

Density functional theory data (ωB97M-V/def2-TZVPD) for a molecular structure, C28H34Br2IrN5O3S4.

Geometry as XYZ:
```
77
Properties=species:S:1:pos:R:3:mulliken_spin:R:1
Ir 0.30 0.59 -0.37 0.403
Br 2.41 4.80 1.80 0.001
C 3.13 3.60 0.55 0.004
C 4.42 3.83 0.04 -0.003
C 4.98 3.00 -0.89 0.004
Br 6.73 3.34 -1.50 0.000
C 4.25 1.90 -1.39 0.001
C 4.71 0.97 -2.35 0.009
C 3.89 -0.07 -2.74 -0.008
C 2.61 -0.17 -2.20 -0.001
N 2.16 0.69 -1.32 0.053
C 2.95 1.71 -0.88 0.001
C 2.39 2.51 0.15 0.010
O 1.21 2.18 0.61 -0.007
H 4.98 4.68 0.41 0.000
H 5.70 1.07 -2.76 0.001
H 4.22 -0.80 -3.46 0.000
H 1.93 -0.96 -2.52 0.001
C -4.16 -1.55 0.23 -0.011
C -3.51 -2.39 -0.85 0.017
N -2.19 -2.91 -0.47 0.021
C -2.15 -4.18 0.28 -0.003
C -1.88 -3.97 1.76 0.001
C -1.07 -2.27 -0.69 -0.002
S -1.15 -0.69 -1.50 0.334
N 0.09 -2.87 -0.42 0.002
C 1.19 -2.28 0.00 0.007
O 1.28 -1.09 0.45 0.021
C 2.43 -3.09 0.03 0.001
C 2.46 -4.37 -0.52 0.001
C 3.63 -5.11 -0.51 0.000
C 4.78 -4.57 0.06 0.000
C 4.75 -3.30 0.62 0.000
C 3.59 -2.56 0.60 0.000
H -5.11 -1.15 -0.13 0.000
H -3.52 -0.72 0.52 0.005
H -4.37 -2.14 1.12 0.000
H -3.40 -1.81 -1.77 0.003
H -4.13 -3.25 -1.09 0.001
H -1.37 -4.80 -0.17 0.001
H -3.11 -4.66 0.13 0.000
H -0.88 -3.56 1.93 0.000
H -1.93 -4.94 2.27 0.000
H -2.61 -3.31 2.22 0.000
H 1.55 -4.78 -0.95 0.000
H 3.65 -6.10 -0.94 0.000
H 5.69 -5.15 0.08 0.000
H 5.65 -2.89 1.07 0.000
H 3.56 -1.56 1.03 0.000
C 0.23 -1.39 3.46 -0.003
O 0.46 0.01 3.66 -0.006
C -0.15 0.94 2.94 -0.013
S -0.04 2.49 3.43 0.037
S -1.13 0.40 1.54 0.120
H 0.91 -1.87 4.15 0.000
H 0.45 -1.67 2.44 0.002
H -0.80 -1.64 3.72 0.001
C -3.51 3.82 1.80 0.000
C -2.34 4.57 1.18 0.000
N -1.44 3.72 0.40 -0.001
C -1.70 3.29 -0.80 0.008
S -0.55 2.34 -1.71 -0.014
N -2.84 3.64 -1.41 -0.001
C -3.36 3.14 -2.67 0.001
C -4.47 2.13 -2.44 -0.005
H -4.13 4.51 2.37 0.000
H -3.14 3.05 2.47 0.000
H -4.14 3.35 1.04 0.000
H -1.73 5.04 1.94 0.000
H -2.70 5.38 0.53 0.000
H -0.59 3.38 0.85 0.000
H -3.48 4.19 -0.86 0.000
H -2.54 2.68 -3.22 0.000
H -3.71 3.99 -3.25 0.000
H -4.11 1.30 -1.84 0.006
H -4.83 1.74 -3.39 0.000
H -5.32 2.58 -1.92 0.000
```

Summary:
net charge	+1
electronic energy	-8431.8662	a.u.
Kohn-Sham gap (spin up / spin down)	7.1 / 4.8	eV
HOMO energy (spin up / spin down)	-0.37572 / -0.37517	Eh
energy above the lowest of the compared OMol25 structures with the same formula, charge and spin	143.42	kJ/mol
multiplicity	2
LUMO energy (spin up / spin down)	-0.1161 / -0.1993	hartree

Density functional theory data (ωB97M-V/def2-TZVPD) for a molecular structure, C15H19AuN4O5PTe.

Geometry as XYZ:
```
46
Properties=species:S:1:pos:R:3:mulliken_spin:R:1
Au 2.02 -0.59 -1.01 0.257
C 3.34 1.54 4.98 -0.005
C 3.31 1.82 3.62 0.002
C 2.63 1.00 2.75 -0.002
C 1.96 -0.14 3.25 0.000
C 1.99 -0.40 4.64 -0.003
C 2.68 0.43 5.49 0.002
N 1.30 -1.00 2.50 0.011
N 1.23 -1.18 1.26 0.039
C 0.43 -2.07 0.67 -0.001
C -0.51 -2.89 1.31 0.001
C -1.23 -3.78 0.55 0.001
C -1.01 -3.82 -0.83 0.013
C -0.06 -2.99 -1.39 0.003
N 0.64 -2.14 -0.66 0.047
H 3.89 2.18 5.65 0.000
H 3.83 2.69 3.24 0.000
H 2.60 1.17 1.68 -0.002
H 1.46 -1.27 5.01 0.000
H 2.71 0.21 6.54 0.000
H -0.64 -2.81 2.38 0.001
H -1.95 -4.43 1.00 0.000
H -1.56 -4.52 -1.45 0.002
H 0.16 -2.99 -2.45 0.004
O 2.37 2.03 -2.80 0.155
N 3.28 1.96 -1.93 0.074
O 3.45 0.99 -1.21 0.041
C -2.08 4.02 -0.88 0.000
C -2.47 2.76 -1.62 0.002
O -1.36 2.25 -2.39 0.024
P -0.64 0.95 -1.82 -0.024
O -0.17 1.01 -0.44 0.011
Te 1.03 0.56 -3.58 1.354
O -1.68 -0.25 -2.02 -0.027
C -2.22 -0.41 -3.33 -0.004
C -2.97 -1.72 -3.42 -0.007
H -2.92 4.34 -0.27 0.000
H -1.82 4.81 -1.58 0.000
H -1.23 3.82 -0.24 0.000
H -3.27 2.96 -2.34 -0.001
H -2.79 1.98 -0.92 0.000
H -1.39 -0.40 -4.06 0.025
H -2.88 0.44 -3.55 0.001
H -2.28 -2.56 -3.47 0.004
H -3.59 -1.71 -4.31 0.000
H -3.60 -1.85 -2.55 0.004
```

Summary:
net charge	+1
electronic energy	-1922.9150	a.u.
Kohn-Sham gap (spin up / spin down)	5.5 / 5.9	eV
HOMO energy (spin up / spin down)	-0.36720 / -0.42359	Eh
energy above the lowest of the compared OMol25 structures with the same formula, charge and spin	144.66	kJ/mol
multiplicity	3
LUMO energy (spin up / spin down)	-0.1637 / -0.2056	hartree

Density functional theory data (ωB97M-V/def2-TZVPD) for 2 unconnected molecules or ions with the total composition BrFHN.

Geometry as XYZ:
```
4
Properties=species:S:1:pos:R:3:lowdin_charge:R:1
N 0.09 0.31 0.48 -0.454
F 0.62 -1.38 -0.13 -0.353
Br -1.47 0.67 -0.10 0.814
H 0.76 0.40 -0.25 -0.007
```

Summary:
electronic energy	-2729.0692	a.u.
Kohn-Sham gap	9.0	eV
HOMO energy	-0.40432	Eh
energy above the lowest of the compared OMol25 structures with the same formula, charge and spin	135.48	kJ/mol
LUMO energy	-0.0740	hartree